1.
Computed, not measured: 3 unconnected molecules or ions with the total composition C4H15NO2 at a distorted geometry, with wB97M-V/def2-TZVPD.

Values from the calculation:
molar mass	109.2	g/mol
E_tot	-366.5900	Ha
multiplicity	1
ΔE to the lowest compared entry with this formula, charge and spin	160.68	kJ/mol
total charge	0

Positions of all 22 atoms, in Å:
O: -1.26448 6.57602 -2.36514
O: 1.46683 -4.19233 -0.00285
N: -0.74400 -0.90230 -0.15507
C: -1.69206 -2.00320 -0.24276
C: 0.72440 0.50791 1.22627
C: -0.04063 -0.79821 1.13591
C: 1.57917 0.88028 0.02993
H: -0.79039 -0.82268 1.93750
H: 1.33155 -4.69166 -0.81607
H: 0.64384 -1.62584 1.30879
H: 1.11837 -3.30556 -0.12093
H: 1.32735 0.44921 2.13420
H: 0.07340 1.36643 1.43610
H: -1.51427 5.70206 -2.05431
H: -2.63879 -1.71047 -0.63856
H: -1.96439 -2.58796 0.64984
H: -1.32862 -0.07713 -0.13337
H: 2.53859 1.26454 0.37179
H: 1.86353 0.06976 -0.61051
H: -0.81161 6.99628 -1.62154
H: -1.19135 -2.78178 -0.82254
H: 1.31355 1.68665 -0.64667

Cartesian forces (eV/Å) of the 6 atoms listed first:
0.12 0.19 0.13
0.17 -0.29 0.25
-0.47 0.55 0.96
1.01 -1.71 0.23
-0.22 0.73 0.27
-0.59 0.24 -0.21



2.
Computed, not measured: 3 unconnected molecules or ions with the total composition C4H15NO2, with wB97M-V/def2-TZVPD.

Values from the calculation:
molar mass	109.2	g/mol
E_tot	-366.6257	Ha
multiplicity	1
ΔE to the lowest compared entry with this formula, charge and spin	66.96	kJ/mol
total charge	0

Positions of all 22 atoms, in Å:
O: 0.78675 0.51295 -2.77571
O: 0.87819 -0.07336 2.79182
N: -0.07694 0.91140 -0.13762
C: 0.41260 -2.11753 -0.02256
C: -1.12092 -0.09142 0.03362
C: -0.80708 -1.42456 -0.63216
C: -0.45769 2.19906 0.44205
H: -2.05552 0.28826 -0.34127
H: -1.66919 -2.07939 -0.50261
H: 1.29714 -1.50152 -0.10059
H: -1.32792 2.56516 -0.08839
H: -0.67713 2.12760 1.51393
H: -0.59928 -1.23874 -1.68696
H: 0.59338 -3.08395 -0.49612
H: 0.34962 2.92281 0.34208
H: 0.38505 0.74938 -1.89702
H: 0.23807 -2.37581 1.02791
H: 0.83126 -0.14225 3.75254
H: 0.75311 0.63213 0.37396
H: 1.18251 -0.93057 2.46777
H: -1.32687 -0.25229 1.10301
H: 0.82780 1.32448 -3.28592

Cartesian forces (eV/Å) of the 6 atoms listed first:
-0.22 -0.06 0.26
0.03 -0.01 -0.04
0.12 0.28 0.11
-0.49 -0.43 0.23
0.02 -0.42 0.82
0.53 0.18 0.27



3.
Computed, not measured: 3 unconnected molecules or ions with the total composition C4H15NO2, with wB97M-V/def2-TZVPD.

Values from the calculation:
molar mass	109.2	g/mol
E_tot	-366.6231	Ha
multiplicity	1
ΔE to the lowest compared entry with this formula, charge and spin	73.80	kJ/mol
total charge	0

Positions of all 22 atoms, in Å:
O: 1.43691 2.33378 0.04157
O: 2.93445 -0.32702 -1.74536
N: -1.38252 0.71718 -1.31658
C: -2.10698 0.09194 -0.20527
C: -0.25250 -1.10456 2.39900
C: -0.09961 -1.02692 0.89056
C: -1.42860 -1.23394 0.13521
H: -0.55207 1.21973 -1.02064
H: -1.96932 1.38325 -1.79924
H: -2.16197 0.71605 0.69836
H: 1.12074 3.05903 0.58930
H: -3.10975 -0.09912 -0.57795
H: 0.64971 -1.72532 0.52496
H: -0.96604 -0.35317 2.73085
H: 0.30996 -0.05575 0.60623
H: -0.65182 -2.07502 2.67044
H: -2.03778 -1.86012 0.80383
H: -1.31792 -1.77088 -0.81085
H: 3.34746 -0.87100 -2.41967
H: 0.71991 -1.00876 2.88163
H: 2.28223 2.08419 0.43048
H: 1.97790 -0.34094 -1.88835

Cartesian forces (eV/Å) of the 6 atoms listed first:
-0.06 0.04 0.07
-0.11 0.19 0.29
0.10 0.22 -0.05
0.34 -0.31 -0.13
0.10 -0.19 -0.44
0.08 0.22 -0.87



What did the first record say?
Computed, not measured: 3 unconnected molecules or ions with the total composition C4H15NO2 at a distorted geometry, with wB97M-V/def2-TZVPD.

Values from the calculation:
molar mass	109.2	g/mol
E_tot	-366.5900	Ha
multiplicity	1
ΔE to the lowest compared entry with this formula, charge and spin	160.68	kJ/mol
total charge	0

Positions of all 22 atoms, in Å:
O: -1.26448 6.57602 -2.36514
O: 1.46683 -4.19233 -0.00285
N: -0.74400 -0.90230 -0.15507
C: -1.69206 -2.00320 -0.24276
C: 0.72440 0.50791 1.22627
C: -0.04063 -0.79821 1.13591
C: 1.57917 0.88028 0.02993
H: -0.79039 -0.82268 1.93750
H: 1.33155 -4.69166 -0.81607
H: 0.64384 -1.62584 1.30879
H: 1.11837 -3.30556 -0.12093
H: 1.32735 0.44921 2.13420
H: 0.07340 1.36643 1.43610
H: -1.51427 5.70206 -2.05431
H: -2.63879 -1.71047 -0.63856
H: -1.96439 -2.58796 0.64984
H: -1.32862 -0.07713 -0.13337
H: 2.53859 1.26454 0.37179
H: 1.86353 0.06976 -0.61051
H: -0.81161 6.99628 -1.62154
H: -1.19135 -2.78178 -0.82254
H: 1.31355 1.68665 -0.64667

Cartesian forces (eV/Å) of the 6 atoms listed first:
0.12 0.19 0.13
0.17 -0.29 0.25
-0.47 0.55 0.96
1.01 -1.71 0.23
-0.22 0.73 0.27
-0.59 0.24 -0.21



Please write out number 1 again, unchanged.
Computed, not measured: 3 unconnected molecules or ions with the total composition C4H15NO2 at a distorted geometry, with wB97M-V/def2-TZVPD.

Values from the calculation:
molar mass	109.2	g/mol
E_tot	-366.5900	Ha
multiplicity	1
ΔE to the lowest compared entry with this formula, charge and spin	160.68	kJ/mol
total charge	0

Positions of all 22 atoms, in Å:
O: -1.26448 6.57602 -2.36514
O: 1.46683 -4.19233 -0.00285
N: -0.74400 -0.90230 -0.15507
C: -1.69206 -2.00320 -0.24276
C: 0.72440 0.50791 1.22627
C: -0.04063 -0.79821 1.13591
C: 1.57917 0.88028 0.02993
H: -0.79039 -0.82268 1.93750
H: 1.33155 -4.69166 -0.81607
H: 0.64384 -1.62584 1.30879
H: 1.11837 -3.30556 -0.12093
H: 1.32735 0.44921 2.13420
H: 0.07340 1.36643 1.43610
H: -1.51427 5.70206 -2.05431
H: -2.63879 -1.71047 -0.63856
H: -1.96439 -2.58796 0.64984
H: -1.32862 -0.07713 -0.13337
H: 2.53859 1.26454 0.37179
H: 1.86353 0.06976 -0.61051
H: -0.81161 6.99628 -1.62154
H: -1.19135 -2.78178 -0.82254
H: 1.31355 1.68665 -0.64667

Cartesian forces (eV/Å) of the 6 atoms listed first:
0.12 0.19 0.13
0.17 -0.29 0.25
-0.47 0.55 0.96
1.01 -1.71 0.23
-0.22 0.73 0.27
-0.59 0.24 -0.21